Here is a 2-piece molecular cluster, C5H14N2O overall at a distorted geometry from OMol25. Energies are from the ωB97M-V functional and the def2-TZVPD basis.

Structure (XYZ):
```
22
C5H14N2O, DFT the ωB97M-V functional and the def2-TZVPD basis
N 2.2042 0.4494 1.2697
H 0.9479 -2.7727 0.1835
H 1.3027 -1.4001 1.0074
H 1.1747 2.5410 -0.7397
H -2.7839 0.1279 1.2741
C -1.5007 -0.9125 -0.1028
N 0.5287 -1.9699 0.6507
H -1.9263 -1.8836 0.1851
H 2.2474 1.5217 -1.7006
H -1.1827 -0.2618 1.9188
C 1.6271 1.5513 -0.8048
C -1.7234 0.0729 1.0370
O -0.0698 -1.1870 -0.3844
C -2.1191 -0.4489 -1.4107
H -3.1971 -0.3583 -1.2971
H 3.2955 2.0306 0.5174
H -1.9190 -1.1721 -2.1969
H -1.7023 0.5119 -1.7020
H 0.8571 0.7906 -0.8961
H 2.8530 0.3908 2.0508
H -1.3853 1.0657 0.7485
C 2.4711 1.3131 0.3921
```

Its SMILES is [H]/N=C/C.CC(C)ON. The energy above the lowest of the compared OMol25 structures with the same formula, charge and spin is 77.1 kcal per mole. The energy is -10437.6858 eV. Its total charge is 0.

Here is C4H10N3O as an isolated structure at a distorted geometry from OMol25. Energies are from the ωB97M-V functional and the def2-TZVPD basis.

Structure (XYZ):
```
18
C4H10N3O, DFT the ωB97M-V functional and the def2-TZVPD basis
C -1.1172 2.3319 0.0786
H 2.3037 -0.1156 -0.3908
H 0.5582 1.7174 -1.1790
C 0.7012 -1.1980 0.1359
C 0.3305 1.8190 -0.1145
H -1.5423 2.9009 -0.7422
H 1.1465 2.3132 0.4142
H -0.8338 -2.3394 0.8049
H 2.5201 -1.8377 -0.4691
N 0.0470 -2.2951 0.3042
H -1.2530 2.8396 1.0278
C -1.5194 0.8425 0.1557
H 0.2344 -4.0690 -0.4896
H -2.2542 0.5097 0.8889
O 0.7149 -3.5185 0.1502
N -0.1633 0.6689 0.5675
N 1.9096 -1.0421 -0.3034
H -1.7829 0.4722 -0.8390
```

The energy above the lowest of the compared OMol25 structures with the same formula, charge and spin is 111.6 kcal per mole. The energy is -10816.5659 eV. Its total charge is +1.

Here is one molecule with the formula C5H10ClNO at a distorted geometry from OMol25. Energies are from the ωB97M-V functional and the def2-TZVPD basis.

Structure (XYZ):
```
18
C5H10ClNO, DFT the ωB97M-V functional and the def2-TZVPD basis
C 1.2709 0.9836 0.0109
O -2.2570 -1.5537 -1.1937
H 1.8899 2.5536 1.3593
H 1.9136 3.1559 -0.4294
H -0.7469 0.7737 0.9348
C -0.0416 -0.3546 -0.9138
N 0.7560 0.7388 -1.3840
C -1.5053 -0.4049 -1.5135
H 0.3908 -1.3411 -1.0513
H 0.0674 1.5402 -1.4996
Cl 0.3093 -1.0628 1.8912
C 1.3831 2.4565 0.3810
C 0.0757 0.1527 0.5865
H -2.2075 -1.7489 -0.2406
H 2.1853 0.3749 0.1813
H 0.4144 2.9487 0.4974
H -2.1054 0.5222 -1.3165
H -1.3928 -0.4528 -2.6545
```

Its SMILES is C[C@@H]1N[C@H](CO)[C@H]1Cl. The energy above the lowest of the compared OMol25 structures with the same formula, charge and spin is 40.2 kcal per mole. The energy is -21405.7898 eV. Its total charge is 0.

Here is C39H46OP2Re as an isolated structure at a distorted geometry from OMol25. Energies are from the ωB97M-V functional and the def2-TZVPD basis.

Structure (XYZ):
```
89
C39H46OP2Re, DFT the ωB97M-V functional and the def2-TZVPD basis
C -3.8812 -3.3839 -0.9362
H 3.9886 2.6792 1.7803
H -1.1973 3.1337 7.0820
C -1.4414 1.6298 5.5852
H 1.2529 -2.2430 0.4113
C -0.1675 -2.7798 4.1993
H 2.8643 -0.0608 -5.1915
H -3.1779 2.7728 4.8998
H -3.4679 -0.0471 -1.5906
H 2.6859 -2.3826 2.9218
H -1.4916 -0.4949 6.0732
H -0.9832 -1.7387 0.9800
C 3.4636 2.3661 0.8762
C -1.3901 0.8784 1.4133
H -1.4847 0.2949 0.4889
C -0.9031 -1.9732 3.1296
C -1.5740 -2.8979 -1.4637
H -0.9429 -3.2098 4.8470
C 1.0653 -2.3305 1.4935
H 1.5545 2.0975 1.8995
C 0.5536 -1.6072 -3.1282
C 4.1320 2.3185 -0.3532
H 4.5538 1.3251 -6.3804
C 3.6744 3.1939 -5.7781
H -2.3348 -1.1782 -8.1881
C -1.6267 -0.3862 -4.4380
H 2.2962 0.4709 2.9974
C -1.9443 -1.5805 -1.7814
H 5.2036 2.5300 -0.3917
H -0.2169 0.4299 6.9415
H -3.4829 1.0338 5.1308
P -0.8482 -0.5135 -2.7484
H 0.8234 3.5057 -3.9277
H -3.3560 -1.6480 -4.0374
H 3.9195 2.0725 -2.4964
C 0.7698 -1.9339 5.0705
C -0.7535 2.8860 6.1142
C -2.9436 1.9033 5.5204
C 1.6971 3.0449 -4.3944
H -5.2171 -1.6735 -0.8622
C 3.4242 2.0114 -1.5205
C 2.0881 1.5902 -1.4076
C -0.2870 -1.7348 1.8209
H 4.4467 3.7994 -6.2496
H -0.9737 1.8617 1.1590
C -2.1773 -0.9075 -7.1466
H 0.4421 -2.6453 -3.4493
C -2.5586 -3.8136 -1.0972
C 1.4530 1.5364 -0.1587
C 1.6818 -0.8562 -2.9855
H 1.4382 0.1408 5.1847
H -0.6263 0.5225 -7.5824
C -3.2381 -1.1097 -1.4783
C -4.2057 -2.0250 -1.0684
H -2.2766 -4.8545 -0.9281
H -1.9832 -2.1825 3.1019
C 2.8540 1.0256 -5.0875
C 1.9466 1.6684 -4.2188
H 2.4617 4.8914 -5.2117
P 1.1726 0.8581 -2.7780
H 0.4462 1.1234 -0.1057
H -2.4009 1.0489 1.8283
C -0.9706 0.3330 -5.4592
H 2.7282 -1.1435 -3.0528
H 0.2755 -1.7156 6.0350
H -0.9074 3.7512 5.4566
H -0.2455 1.1115 -5.2124
H 0.3168 2.7284 6.2802
Re -0.3349 0.0117 2.9487
H 2.9673 -1.2944 1.5802
H -3.3217 2.1040 6.5348
H -3.7845 -2.1454 -6.4127
O -0.9429 1.3731 4.2530
H 1.0697 -3.4136 1.6972
C -1.2044 0.0313 -6.8002
C -1.2371 0.4629 6.5386
H 0.3866 -3.6217 3.7644
C 1.1689 -0.6209 4.4491
C -2.9699 -1.4749 -6.1459
H -1.8986 0.5686 7.4064
C 2.1895 -1.6327 2.2843
C 2.5918 3.8114 -5.1449
H -0.5285 -3.2032 -1.5327
H -4.6536 -4.1095 -0.6749
C -2.7148 -1.2018 -4.7991
C 2.1088 2.0129 0.9637
H 1.6510 -2.5368 5.3433
C 3.7618 1.8010 -5.8075
C 1.6982 -0.4397 3.1179
```

The spin multiplicity is 4. The energy is -63923.8579 eV. Its total charge is +2.